Entry 1:
Below is a single C18H24N4O2 molecule, with properties calculated with ωB97M-V with the def2-TZVPD basis set.

Each line ends with the natural charge from an NBO analysis.
Positions of all 48 atoms, in Å:
1 C -7.31289 -2.47445 1.40004  -0.60
2 C -6.49243 -1.28820 0.91038  -0.40
3 C -6.31313 -1.31794 -0.60567  -0.39
4 C -5.49570 -0.12914 -1.10739  -0.50
5 C -4.02594 -0.25715 -0.73456  0.69
6 O -3.50228 -1.30085 -0.42555  -0.60
7 N -3.36536 0.94016 -0.81814  -0.60
8 C -2.01761 1.21942 -0.59411  0.15
9 C -1.08754 0.24054 -0.25189  -0.21
10 C 0.23177 0.58631 -0.03348  -0.18
11 C 0.65585 1.90641 -0.15270  -0.17
12 C -0.27395 2.87613 -0.52185  -0.15
13 C -1.59325 2.54205 -0.73245  -0.24
14 H -2.30581 3.30620 -1.01077  0.21
15 H 0.06386 3.89463 -0.63728  0.24
16 C 2.06482 2.34367 0.05231  0.66
17 O 2.53696 3.31381 -0.50815  -0.62
18 N 2.77954 1.59639 0.93275  -0.62
19 H 2.33780 0.82677 1.40598  0.40
20 C 4.16433 1.88106 1.22358  -0.23
21 H 4.32789 2.93118 0.96743  0.24
22 H 4.34325 1.73735 2.29283  0.19
23 C 5.12656 1.01752 0.40304  -0.41
24 H 6.14975 1.33574 0.61049  0.21
25 H 4.93031 1.17892 -0.65819  0.22
26 C 4.99026 -0.47448 0.72755  -0.20
27 N 5.97024 -1.25339 0.02252  -0.34
28 C 7.18145 -1.65525 0.47610  0.16
29 N 7.86183 -2.29580 -0.43190  -0.46
30 C 7.07173 -2.31163 -1.53653  -0.09
31 C 5.89671 -1.66806 -1.27819  -0.11
32 H 5.03573 -1.48047 -1.88642  0.21
33 H 7.39730 -2.78490 -2.44074  0.21
34 H 7.51896 -1.46712 1.47623  0.19
35 H 3.99423 -0.82977 0.44557  0.20
36 H 5.13108 -0.63604 1.80104  0.20
37 H 0.93394 -0.20077 0.20231  0.20
38 H -1.40449 -0.78470 -0.16289  0.25
39 H -3.91499 1.74408 -1.09048  0.40
40 H -5.90172 0.80295 -0.70744  0.21
41 H -5.54640 -0.08027 -2.19921  0.23
42 H -5.79761 -2.23757 -0.88651  0.22
43 H -7.29258 -1.31195 -1.08860  0.20
44 H -5.50971 -1.30708 1.38447  0.21
45 H -6.98956 -0.35842 1.20062  0.19
46 H -8.30097 -2.47100 0.94407  0.20
47 H -7.43302 -2.43677 2.48010  0.21
48 H -6.81920 -3.40813 1.14167  0.20

Properties
* relative energy (zero: lowest compared OMol25 entry of this formula, charge and spin): 2.0 kcal/mol
* LUMO level: 0.507 eV
* maximum force: 0.609 eV/Å
* net charge: 0
* E: -1069.860654 Eh

---

Entry 2:
Below is a molecular structure, C32H57HgN2O2P2 at a distorted geometry, with properties calculated with ωB97M-V with the def2-TZVPD basis set.

Each line ends with the Mulliken charge.
Positions of all 96 atoms, in Å:
1 C 2.34583 -1.29184 -1.13675  -0.36
2 C 1.44508 0.67704 -2.06729  -0.68
3 C 3.31411 -1.36519 -2.13834  -0.85
4 C 2.26013 0.50761 -3.21262  -1.09
5 C 3.24938 -0.45358 -3.18062  -1.18
6 H 4.07053 -2.13145 -2.08784  0.57
7 H 2.12529 1.24314 -3.99974  0.51
8 H 3.95281 -0.49335 -4.00474  0.44
9 N 1.48343 -0.28583 -1.09886  1.02
10 P 0.57138 -2.47057 0.70012  -0.76
11 P 0.03260 2.20810 -0.23896  0.18
12 C 2.25713 -2.39281 -0.05242  -1.37
13 H 2.53243 -3.38679 -0.45946  0.68
14 H 2.99922 -2.19288 0.74453  0.73
15 C -2.01191 -0.63774 2.58392  -0.16
16 O -2.98657 -0.08867 2.85099  -0.27
17 C 0.85026 1.93542 -1.79448  -0.90
18 H 0.44364 2.42975 -2.66365  0.73
19 C -1.58040 3.26738 -0.25811  2.51
20 C 1.52036 3.30029 0.21121  2.04
21 C -0.38764 -3.56731 -0.49676  2.48
22 C 0.82758 -3.24213 2.38295  2.44
23 C -2.76685 2.45856 0.30345  -1.61
24 H -2.59789 2.18514 1.35246  0.16
25 H -3.66953 3.09324 0.26233  0.58
26 H -2.94772 1.54551 -0.27502  0.18
27 C -1.48176 4.54525 0.58959  -1.87
28 H -1.27310 4.30779 1.63905  0.27
29 H -0.73841 5.25209 0.20477  0.25
30 H -2.45825 5.05545 0.55625  0.58
31 C -1.87823 3.63439 -1.71008  -1.39
32 H -2.79539 4.24246 -1.73851  0.59
33 H -1.07347 4.21756 -2.17983  0.29
34 H -2.07362 2.73387 -2.30297  -0.22
35 C 1.39801 3.75119 1.66558  -1.92
36 H 1.06352 2.91835 2.30607  0.25
37 H 2.39523 4.08007 1.99816  0.53
38 H 0.70468 4.59138 1.77877  0.31
39 C 2.82259 2.47179 0.06930  -1.74
40 H 2.77193 1.53701 0.64664  0.05
41 H 3.03326 2.22809 -0.98061  0.35
42 H 3.66607 3.08604 0.41962  0.73
43 C 1.58449 4.48156 -0.80059  -1.36
44 H 1.27421 4.17729 -1.81259  0.07
45 H 0.98120 5.34151 -0.48990  0.37
46 H 2.63411 4.79879 -0.88404  0.45
47 C -0.54092 -3.53895 3.02676  -1.47
48 H -0.36995 -3.86240 4.06485  0.55
49 H -1.18627 -2.64647 3.04660  -0.14
50 H -1.07354 -4.35585 2.51883  0.34
51 C 1.58281 -2.19375 3.21031  -1.76
52 H 2.57979 -1.99037 2.79391  0.24
53 H 1.03740 -1.24293 3.26983  0.08
54 H 1.70979 -2.56677 4.23775  0.64
55 C 1.66922 -4.52787 2.31888  -1.66
56 H 2.60448 -4.37882 1.76525  0.27
57 H 1.92137 -4.80933 3.35057  0.55
58 H 1.12472 -5.36887 1.87823  0.34
59 C -0.04287 -3.16171 -1.93764  -1.72
60 H 1.00710 -3.37846 -2.18342  0.22
61 H -0.66580 -3.74908 -2.62936  0.71
62 H -0.24405 -2.09917 -2.11893  -0.05
63 C -1.88887 -3.33365 -0.21188  -1.38
64 H -2.17574 -2.30433 -0.45433  -0.04
65 H -2.46031 -4.02833 -0.83875  0.59
66 H -2.13870 -3.54759 0.83350  0.24
67 C -0.03901 -5.05314 -0.32816  -1.78
68 H 1.04192 -5.24023 -0.42069  0.31
69 H -0.41218 -5.46937 0.61655  0.35
70 H -0.53618 -5.60766 -1.13972  0.52
71 Hg -0.10608 -0.06552 0.85067  2.61
72 N -1.88773 -0.27284 -1.24511  -0.45
73 C -1.82999 0.03664 -2.36520  -0.55
74 C -1.99300 0.31743 -3.81301  2.32
75 C -1.26630 1.47190 -4.52488  -1.52
76 C -1.46290 -0.97002 -4.45372  -1.80
77 C -3.50248 0.55341 -3.87803  -1.48
78 H -1.48252 2.47975 -4.14762  0.25
79 H -0.17382 1.34681 -4.55622  0.24
80 H -1.57700 1.50214 -5.59043  0.55
81 H -1.81487 -1.85017 -3.90352  0.38
82 H -1.72962 -1.08787 -5.51161  0.47
83 H -0.36482 -0.95253 -4.38617  0.31
84 H -3.88646 0.96043 -4.82125  0.42
85 H -4.00685 -0.39754 -3.68598  0.38
86 H -3.81140 1.25540 -3.08968  0.24
87 C 1.19046 1.18270 5.17802  -1.38
88 C -0.11741 0.60191 4.73899  0.85
89 C -0.98505 -0.03271 5.77729  -1.30
90 O -0.49726 0.66521 3.54671  -0.23
91 H 0.98601 2.06728 5.79888  0.48
92 H 1.79476 1.47462 4.31084  0.21
93 H 1.74246 0.45984 5.79233  0.40
94 H -2.03135 0.24980 5.60574  0.31
95 H -0.91255 -1.13181 5.72835  0.24
96 H -0.66811 0.28779 6.77465  0.46

Properties
* relative energy (zero: lowest compared OMol25 entry of this formula, charge and spin): 0.0 kcal/mol
* LUMO level: -2.567 eV
* maximum force: 3.554 eV/Å
* net charge: +1
* E: -2349.374460 Eh